No. 1
8
Properties=species:S:1:pos:R:3 method="wB97M-V/def2-TZVPD" lumo_energy_ev=0.30 homo_energy_ev=-9.502 largest_force_ev_per_a=4.66 orbital_gap_ev=9.797 e_above_lowest_kj_mol=161.6
O 1.58957 -0.92780 0.77449
C 1.90761 0.16511 0.24659
O 1.34189 0.60477 -0.89544
H 2.58050 0.82235 0.75394
H 1.51972 1.50716 -1.24153
S -2.22183 -0.03911 -0.02101
H -1.21106 -0.24809 -0.94239
H -2.23719 0.13796 1.25422

***

No. 2
94
Properties=species:S:1:pos:R:3 method="wB97M-V/def2-TZVPD" lumo_energy_ev=-4.50 homo_energy_ev=-12.272 largest_force_ev_per_a=3.91 orbital_gap_ev=7.771 charge=+1
C 2.81860 3.74804 1.87662
O 3.69719 2.63020 1.63276
C 3.78530 2.30434 0.24555
C 2.76290 1.20427 -0.23819
C 1.44487 1.61852 -0.82804
Br 0.92368 3.50335 -0.96526
C 0.52401 0.53302 -1.31970
C -0.81194 0.98546 -1.96708
C -2.00622 -0.05371 -1.83618
C -2.68229 0.23866 -0.41619
O -2.08253 -0.71457 0.52385
C -3.03619 -1.68846 0.83636
C -2.70824 -3.16369 0.38593
O -4.04550 -1.40271 1.44746
C 0.91074 -0.87710 -1.17495
N 2.16026 -1.21702 -0.61283
P 2.58208 -2.96891 -0.50335
O 3.24445 -3.44007 -1.97250
Cl 0.81800 -4.09961 -0.22841
C 3.04938 -0.24869 -0.17040
B 4.51029 -0.70719 0.42798
C 5.68708 -0.81683 -0.68026
O 4.70812 -0.93884 1.79348
H 2.92817 4.14810 2.92772
H 1.76198 3.34050 1.82941
H 2.97429 4.61839 1.18794
H 3.56693 3.25076 -0.33807
H 4.83623 2.01946 -0.06458
H -0.59694 1.11298 -3.07624
H -1.19812 1.97083 -1.61042
H -2.72558 0.20244 -2.66378
H -1.71375 -1.12866 -1.95699
H -3.78462 0.10117 -0.56380
H -2.45623 1.28520 -0.06752
H -3.53990 -3.50764 -0.28082
H -2.66936 -3.77967 1.31959
H -1.75722 -3.19751 -0.20457
H 0.22261 -1.68215 -1.53738
H 4.00873 -2.87124 -2.19782
H 5.18840 -1.18866 -1.62447
H 5.99877 0.24335 -0.91020
H 6.53173 -1.47359 -0.35549
H 3.94159 -1.38740 2.19805
O -3.19855 3.00328 -2.22211
H -4.10355 2.76224 -2.44582
H -3.30093 3.64266 -1.50802
O -5.01476 4.56667 -3.14302
H -5.43216 5.41196 -2.93828
H -4.66043 4.69003 -4.03128
O 0.66714 0.74797 -4.65389
H 0.92710 -0.04147 -5.14823
H 1.32920 1.40693 -4.89733
O 4.91781 -4.52562 1.29439
H 5.25081 -4.13927 2.11318
H 4.63701 -5.41200 1.55229
O 0.01257 1.04739 2.40223
H -0.85326 0.62390 2.32163
H 0.35537 1.04819 1.50047
O -6.40284 -3.41352 2.50290
H -6.15892 -4.21626 2.03349
H -5.72646 -2.77720 2.22817
O -4.56066 -1.11438 -2.93762
H -5.36676 -0.58383 -2.95486
H -4.85093 -1.96617 -2.59038
O -4.68288 -5.67401 0.92460
H -5.30766 -6.10468 0.32810
H -4.50468 -6.34339 1.59668
O 3.64809 0.91442 4.19613
H 3.79313 0.13275 3.65527
H 3.48080 1.61478 3.55240
O -3.39805 2.26970 1.71072
H -3.03929 2.64395 2.52593
H -3.69940 1.39012 1.97275
O -1.89115 3.10058 4.25182
H -1.03942 2.76368 3.93705
H -1.65721 3.67739 4.98876
O 5.82858 0.60876 -3.40919
H 6.10109 -0.17912 -3.89412
H 6.49524 1.26656 -3.64117
O 0.84736 -7.20353 -1.10256
H 0.21209 -7.66683 -0.54436
H 0.72235 -6.27234 -0.88172
O -6.85447 -0.73293 3.82362
H -6.61119 -1.54129 3.35382
H -6.18513 -0.09405 3.55487
O -0.99073 -0.84885 -6.22622
H -1.62430 -1.30181 -5.65747
H -1.10244 0.08418 -6.00532
O 6.27806 2.92604 3.28347
H 5.65098 2.50897 2.67956
H 6.45166 2.24665 3.94555
O -1.25135 6.16129 3.15833
H -1.38217 6.80557 3.86362
H -1.48151 5.31616 3.56397

***

No. 3
85
Properties=species:S:1:pos:R:3 method="wB97M-V/def2-TZVPD" lumo_energy_ev=2.26 homo_energy_ev=-5.041 largest_force_ev_per_a=0.29 orbital_gap_ev=7.303 charge=-1
Bi -0.42989 -0.60887 -2.28836
C 5.04596 -1.34086 3.77015
C 5.02788 -0.11512 2.84649
C 4.99884 1.15971 3.70062
C 6.31704 -0.11227 2.02550
C 3.78640 -0.17243 1.96020
C 3.83667 -0.22672 0.58204
C 2.66595 -0.30755 -0.15642
Br 2.91733 -0.30223 -2.04749
C 1.38397 -0.37621 0.40515
O 0.26259 -0.58239 -0.26948
C 1.32817 -0.23311 1.82254
C 2.51680 -0.15552 2.53075
C 0.04447 -0.07969 2.66329
C -1.27764 -0.26995 1.92149
C 0.02789 1.35170 3.22691
C 0.06753 -1.07961 3.83224
H 5.92431 -1.31730 4.42063
H 5.07382 -2.26126 3.18381
H 4.15685 -1.37374 4.40105
H 5.89733 1.22289 4.31983
H 4.13309 1.17788 4.36357
H 4.95278 2.04622 3.06600
H 7.17758 -0.07470 2.69672
H 6.36907 0.75489 1.36485
H 6.40573 -1.01361 1.41634
H 4.77481 -0.20514 0.04777
H 2.44887 -0.06158 3.60727
H -1.38990 0.45116 1.11912
H -2.09388 -0.10989 2.63163
H -1.37448 -1.26947 1.50006
H -0.03083 2.07857 2.41507
H 0.92156 1.56894 3.81432
H -0.84669 1.48788 3.86826
H 0.22197 -2.09452 3.46556
H -0.88737 -1.04431 4.36172
H 0.85259 -0.85842 4.55737
N 1.01412 2.27174 -3.87382
C 0.09615 2.81023 -2.98937
O -0.23430 2.14821 -1.98394
C -0.44395 4.08854 -3.31564
C -1.36628 4.72361 -2.45219
N -2.11398 5.25483 -1.74952
C -0.00802 4.77006 -4.47568
N 0.34729 5.28304 -5.45016
H 1.64407 1.60725 -3.45049
H 1.43576 2.89823 -4.54246
C -4.39778 0.52373 -5.97216
C -4.77903 -0.66280 -5.36176
C -4.38617 -0.93040 -4.05658
C -3.60975 -0.01893 -3.33783
C -3.22710 1.16759 -3.97559
C -3.62040 1.44106 -5.27725
Si -2.97685 -0.37850 -1.60196
C -3.59898 0.87351 -0.36670
C -4.55495 0.47814 0.57222
C -5.04925 1.37709 1.50652
C -4.59561 2.68931 1.50967
C -3.65007 3.10066 0.57944
C -3.15150 2.19601 -0.34676
H -4.70252 0.73195 -6.99022
H -5.38364 -1.38105 -5.90221
H -4.69279 -1.85921 -3.58839
H -2.61254 1.89518 -3.45289
H -3.31140 2.36622 -5.74639
H -3.57602 -1.68409 -1.19518
H -4.91020 -0.54649 0.58008
H -5.78740 1.05350 2.23061
H -4.98265 3.39363 2.23610
H -3.29099 4.12098 0.56093
H -2.38455 2.52567 -1.03655
Cl 2.20423 -3.84656 -2.54342
C 1.31007 -3.89350 -1.04135
C 1.97990 -4.32056 0.09433
C 1.30182 -4.41269 1.29776
C -0.04790 -4.08538 1.34116
C -0.69214 -3.64268 0.20180
C -0.03306 -3.51685 -1.02569
C -0.73387 -2.95515 -2.19803
H 3.02803 -4.57799 0.02388
H 1.82274 -4.73742 2.18862
H -0.59938 -4.16495 2.26933
H -1.73967 -3.36666 0.24669
H -1.80543 -3.13498 -2.14380
H -0.34116 -3.32645 -3.14173